Molecular formula: C18H30BF13N2O4S3
Method: DFT, wB97M-V/def2-TZVPD

For the LUMO energy, the calculation gives -2.86 eV. As for the spin multiplicity: 1. As for the highest occupied orbital energy: -9.0 eV. The HOMO-LUMO gap comes out at 0.22521 hartree.

Each line ends with the Löwdin charge.
Geometry (Å):
F  0.466  2.864  2.159  0.046
C  2.813  2.808  0.350  -0.191
C  0.428  3.940  -6.552  -0.274
H  2.357  3.584  -4.468  0.049
N  -2.836  -1.308  -1.964  0.011
C  -0.575  -3.397  0.192  -0.046
H  -1.738  1.251  0.085  0.130
F  3.236  0.383  1.305  0.054
C  -3.465  -0.187  -1.147  -0.166
F  3.926  1.200  -1.417  -0.175
H  1.580  2.355  -3.439  0.032
H  -5.552  2.559  3.612  0.096
H  -0.464  4.348  -7.032  0.050
F  5.368  2.174  0.398  -0.169
H  3.320  -6.104  0.019  0.051
H  -0.580  -4.554  -0.099  0.100
F  3.171  3.771  1.458  0.023
H  -4.651  -0.156  -1.278  0.140
H  1.198  4.714  -6.505  0.051
C  -4.396  -0.181  1.457  -0.102
H  -1.728  1.607  2.550  0.135
F  1.714  3.511  -0.413  0.015
H  5.663  -3.980  2.280  0.052
F  0.730  -0.955  2.037  0.018
C  -1.287  0.550  2.216  -0.055
H  0.365  -3.237  0.886  0.041
F  5.610  2.817  -1.884  -0.179
S  -0.009  3.420  -4.875  0.809
O  2.120  -3.958  1.673  -0.570
C  -3.360  -2.576  -1.278  -0.212
C  -1.691  0.216  0.664  -0.117
O  -0.939  2.250  -4.995  -0.562
F  3.279  3.405  -2.066  -0.224
S  3.391  -4.702  1.956  0.836
H  -4.940  0.751  4.050  0.079
C  -3.213  -2.166  0.333  -0.082
H  4.070  -4.531  -0.353  0.058
C  -4.560  1.398  1.864  -0.316
H  -4.575  2.082  0.037  0.024
F  0.356  0.205  4.084  -0.015
H  -4.286  -0.799  2.446  0.120
S  4.281  2.749  -0.791  1.093
O  -2.151  -3.732  2.327  0.002
C  1.626  2.773  -4.447  -0.280
C  4.699  -3.475  2.190  -0.266
O  -3.842  -3.685  -1.843  0.006
C  1.265  1.622  2.221  -0.092
F  2.228  1.756  3.378  0.012
H  4.495  -2.921  3.109  0.052
C  2.229  1.379  0.875  -0.113
F  4.632  4.403  -0.372  -0.193
H  -0.552  -2.751  -0.790  0.064
H  -0.891  -0.435  0.099  0.113
H  -3.152  0.873  -1.541  0.132
C  -3.140  -0.519  0.459  -0.315
H  -1.783  -4.679  2.217  0.126
C  -4.677  1.756  3.488  -0.080
F  1.287  0.883  -0.181  0.032
H  4.716  -2.780  1.346  0.054
H  1.914  1.989  -5.152  0.062
H  -4.206  -2.563  0.834  0.152
H  0.790  3.085  -7.127  0.057
H  -1.877  -0.240  2.890  0.153
H  4.997  -5.785  0.528  0.052
H  -5.392  -0.521  0.893  0.146
C  0.302  0.352  2.581  -0.180
H  -3.660  2.195  3.866  0.073
N  -4.630  2.467  1.005  0.087
C  4.011  -5.339  0.380  -0.268
H  -1.822  -1.146  -1.776  0.100
B  -2.016  -3.084  0.988  -0.346

***

Molecular formula: C18H30GaO18P2S2
Method: DFT, wB97M-V/def2-TZVPD

For the LUMO energy, the calculation gives 1.82 eV. As for the total charge: -1. As for the spin multiplicity: 1. As for the highest occupied orbital energy: -4.7 eV. The HOMO-LUMO gap comes out at 0.23903 hartree.

Each line ends with the Löwdin charge.
Geometry (Å):
Ga  1.286  3.095  1.860  0.019
S  -1.351  1.486  0.311  -0.069
O  -7.199  -4.043  -3.496  0.128
H  -5.519  -7.888  -4.190  0.132
H  3.802  5.014  5.768  0.127
H  1.130  4.199  0.674  -0.092
H  5.662  6.387  5.154  0.135
H  1.392  6.906  -0.970  0.138
O  2.600  5.874  4.348  0.040
C  4.702  6.680  4.721  -0.146
H  -3.334  -1.581  -2.952  0.140
O  -2.154  -3.284  -3.017  0.053
C  -1.584  -7.930  -3.513  -0.132
H  -4.364  -6.047  -5.188  0.128
H  2.352  0.436  0.657  -0.077
P  2.989  1.525  1.404  0.075
H  0.300  -0.465  7.495  0.134
O  -6.629  -6.257  -3.554  0.061
H  1.575  3.817  3.270  -0.068
H  0.531  -7.553  -3.749  0.143
H  -1.622  2.451  3.003  -0.081
S  3.508  0.734  3.134  -0.115
P  -0.695  1.793  2.118  0.055
H  -0.636  1.051  7.495  0.132
O  2.632  3.072  7.109  0.119
O  4.056  7.209  -4.271  0.114
C  2.211  6.430  -1.515  -0.145
H  -1.993  -7.333  -2.693  0.139
O  4.600  6.240  3.380  0.061
C  3.297  5.889  3.175  -0.526
H  3.137  6.606  6.211  0.137
O  -6.077  -4.924  -5.284  0.063
C  3.624  6.983  -3.153  -0.523
C  -0.949  -3.528  -2.424  -0.506
C  3.546  6.010  5.391  -0.139
C  -6.159  -7.097  -4.591  -0.139
O  -0.530  -7.700  -5.524  0.067
H  -1.871  -1.107  -0.678  0.072
C  -2.768  -2.238  -2.287  -0.136
H  -1.328  -8.926  -3.135  0.134
O  -0.654  -2.571  -1.495  0.071
C  -1.833  -8.050  -5.729  -0.520
O  1.380  1.281  7.785  0.056
C  -6.681  -4.991  -4.062  -0.517
O  -2.312  -8.314  -6.819  0.120
H  -1.190  -0.758  -2.286  0.135
H  -5.457  -6.458  -6.533  0.142
C  -1.612  -1.541  -1.647  -0.163
C  0.304  0.584  7.185  -0.145
H  3.871  6.020  -0.192  0.123
O  1.253  1.978  5.647  0.020
C  -0.429  -7.260  -4.183  -0.137
O  2.298  6.935  -2.834  0.056
O  -2.531  -8.066  -4.556  0.037
H  4.102  2.063  0.665  -0.086
H  -0.510  -6.168  -4.162  0.111
C  1.826  2.188  6.869  -0.508
H  -0.292  0.527  2.693  -0.082
O  4.405  6.746  -2.059  0.058
C  3.548  6.757  -0.933  -0.144
H  -0.356  0.776  5.136  0.113
H  3.574  7.753  -0.478  0.135
C  -5.413  -6.158  -5.483  -0.136
H  4.621  7.772  4.741  0.130
H  1.213  -0.046  5.325  0.119
H  -3.452  -2.675  -1.551  0.137
O  -0.231  -4.477  -2.689  0.109
C  0.566  0.743  5.722  -0.164
H  2.028  5.351  -1.561  0.125
O  2.818  5.626  2.084  0.020
H  -7.019  -7.555  -5.092  0.135

***

Molecular formula: C18H30N2O14
Method: DFT, wB97M-V/def2-TZVPD

The SMILES is O=C1OCCO1.O=C1OCCO1.O=C1OCCO1.O=C1OCCO1.CNC(C)=O.CNC(C)=O. For the LUMO energy, the calculation gives 0.35 eV. As for the spin multiplicity: 1. As for the highest occupied orbital energy: -9.5 eV. The HOMO-LUMO gap comes out at 0.36112 hartree.

Each line ends with the Löwdin charge.
Geometry (Å):
C  0.021  -0.421  -0.544  -0.517
N  -7.430  1.981  4.683  0.006
H  -2.420  -3.481  -3.549  0.093
O  0.638  -0.991  -1.390  0.166
O  7.717  -0.375  -6.023  0.026
H  5.977  -1.416  -6.326  0.128
H  2.503  9.214  2.774  0.140
C  -3.442  -3.111  -3.623  -0.013
H  -0.968  2.133  1.130  0.137
H  -3.256  0.340  -5.780  0.085
O  -0.673  -1.016  0.483  0.045
C  2.592  -5.734  2.403  -0.041
O  5.653  6.783  1.834  0.136
C  -7.529  2.764  3.419  -0.048
H  -3.446  -0.650  -7.241  0.075
C  -6.236  1.711  5.284  -0.619
H  -2.145  1.269  0.084  0.129
H  1.998  -4.850  2.169  0.125
C  7.025  -1.541  -6.053  -0.209
H  -8.195  1.636  5.245  0.127
C  2.732  8.598  1.905  -0.145
C  2.238  7.181  1.943  -0.104
H  2.417  9.031  0.956  0.136
H  -7.783  1.994  2.690  0.078
C  4.481  7.125  1.888  -0.598
H  1.636  6.991  1.054  0.130
H  -2.616  -2.608  -5.828  0.140
H  -5.271  0.961  6.928  0.086
H  3.585  -5.293  2.487  0.114
C  -1.162  1.228  0.554  -0.139
H  3.328  -7.148  3.979  0.130
H  6.101  -1.796  -4.170  0.132
H  1.564  7.124  2.799  0.129
H  -2.310  -0.171  1.564  0.136
C  2.414  -6.678  3.617  -0.124
H  7.318  -3.004  -4.394  0.134
O  -0.181  0.921  -0.404  0.053
H  7.375  -2.167  -6.875  0.131
H  -0.569  0.034  2.198  0.131
H  -6.610  3.287  3.157  0.081
C  -3.593  -1.827  -4.302  -0.632
C  -2.913  -0.558  -6.296  -0.047
C  8.528  -0.252  -4.832  -0.406
H  -3.657  -2.980  -2.563  0.084
O  2.736  -6.784  1.285  0.032
O  1.638  -7.684  3.003  0.040
H  -4.255  -3.773  -3.924  0.092
C  -1.247  -0.065  1.349  -0.141
H  -7.024  1.488  7.332  0.082
O  -5.164  1.983  4.869  0.071
O  4.076  8.354  1.889  0.082
N  -3.088  -1.777  -5.501  0.009
H  -1.866  -0.471  -6.587  0.080
C  7.079  -1.965  -4.620  -0.118
O  1.845  -9.035  1.271  0.105
O  8.118  -1.218  -3.985  0.074
O  3.418  6.354  2.047  0.096
O  9.318  0.715  -4.731  0.109
C  2.071  -7.916  1.770  -0.512
C  -6.314  1.060  6.625  -0.018
H  -8.306  3.526  3.468  0.074
H  -6.615  0.013  6.586  0.079
O  -3.950  -0.811  -3.735  0.035
H  2.091  -6.230  4.556  0.131

***

Molecular formula: C18H30N2O5P2Ti
Method: DFT, wB97M-V/def2-TZVPD

For the LUMO energy, the calculation gives -7.41 eV. Its energy above the lowest of the compared OMol25 structures with the same formula, charge and spin is 0.769 eV. As for the total charge: +2. As for the spin multiplicity: 1. As for the highest occupied orbital energy: -13.9 eV. The HOMO-LUMO gap comes out at 0.24021 hartree.

Each line ends with the Löwdin charge.
Geometry (Å):
H  3.776  0.454  3.225  0.117
H  -0.633  -1.573  -4.154  0.066
C  5.590  2.000  0.177  -0.053
O  -1.083  1.937  1.266  -0.437
H  -3.402  5.365  -0.515  0.098
C  1.105  0.672  -3.542  -0.216
P  0.391  -0.440  -2.287  0.829
N  1.685  -0.207  1.822  0.128
H  6.102  2.426  -0.675  0.116
H  -3.415  -2.909  -0.205  0.112
H  1.316  -2.523  -1.442  0.058
H  -4.193  -2.057  1.117  0.106
H  0.830  -1.175  3.956  0.097
H  7.318  2.063  1.444  0.119
O  1.466  1.113  0.011  -0.177
H  0.948  3.160  -1.371  0.085
C  -1.541  -1.877  1.770  0.031
H  1.978  1.187  -3.142  0.051
C  -0.977  -1.261  -3.168  -0.221
H  -0.661  1.644  3.255  0.109
H  6.156  1.100  3.395  0.118
N  0.404  -0.539  1.393  -0.057
H  -4.009  -1.259  -0.464  0.098
H  -1.824  -0.585  -3.286  0.059
O  -1.660  -0.465  -0.075  -0.214
C  -0.071  3.530  -1.316  -0.019
O  -0.951  2.387  -1.034  -0.448
H  1.409  0.077  -4.403  0.067
C  0.404  -1.982  3.362  0.010
C  4.253  1.661  0.085  -0.020
C  -2.206  -1.405  0.673  -0.342
C  -0.246  -1.434  2.142  -0.238
H  -0.145  4.275  -0.532  0.097
C  6.273  1.794  1.368  -0.041
H  3.700  1.815  -0.833  0.105
H  -0.292  -2.569  3.953  0.096
H  1.250  -2.609  3.068  0.115
H  -4.308  4.289  0.578  0.091
H  -1.298  -2.138  -2.607  0.054
C  -3.540  -1.926  0.256  0.026
H  2.591  -1.346  -1.806  0.059
H  1.779  -2.214  -3.129  0.068
O  -2.224  3.980  0.512  -0.333
C  1.642  -1.759  -2.148  -0.209
C  5.621  1.247  2.467  -0.046
C  2.216  0.666  1.033  -0.343
H  -2.078  2.661  2.941  0.102
H  -2.190  0.895  2.718  0.097
C  4.290  0.890  2.379  -0.010
H  -2.010  -2.642  2.370  0.138
H  -3.272  5.573  1.242  0.102
H  -0.371  3.960  -2.267  0.110
P  -2.202  2.454  0.093  0.960
H  0.370  1.409  -3.865  0.058
C  3.600  1.092  1.183  -0.159
Ti  -0.227  0.584  -0.092  0.908
C  -1.541  1.766  2.631  -0.031
C  -3.384  4.849  0.442  -0.048

***

- Which value of spin multiplicity does entry 4 give?
  1